No. 1
This record from OMol25 describes a molecular structure, C18H33CuNO3P2 in a non-equilibrium geometry. The level of theory is ωB97M-V/def2-TZVPD.

Geometry as XYZ:
```
58
C18H33CuNO3P2 (ωB97M-V/def2-TZVPD)
C -0.6615 -1.9175 -5.9918
C -1.3795 -1.1464 -6.8177
H -0.5197 -2.9703 -6.1937
H -0.1927 -1.5404 -5.0954
C -1.5804 0.2865 -6.5554
C -1.5119 0.7899 -5.3169
H -1.3078 0.1838 -4.4471
H -1.6611 1.8452 -5.1345
C -2.0003 -1.7453 -8.0452
H -1.7738 -2.8056 -8.1166
H -1.6358 -1.2632 -8.9525
H -3.0848 -1.6343 -8.0383
C -1.8684 1.1948 -7.7142
H -2.7776 0.8978 -8.2375
H -1.0597 1.1779 -8.4450
H -1.9954 2.2210 -7.3806
Cu 0.3359 0.2491 2.7220
O 0.5877 -0.3771 0.8514
C 1.2863 0.0504 -0.0928
O 1.6291 1.6921 2.2892
C 2.2705 1.8396 1.2496
O 3.1596 2.7918 1.1302
N 2.1705 1.0953 0.0825
C 3.8517 2.6964 -0.1528
C 3.0410 1.6810 -0.9576
H 4.8647 2.3698 0.0577
H 3.8637 3.6883 -0.5871
H 3.6768 0.9237 -1.4031
H 2.4361 2.1514 -1.7279
C 1.2017 -0.5329 -1.4209
C 0.3145 -1.4874 -1.7101
H 1.8624 -0.1644 -2.1902
H -0.3753 -1.8678 -0.9712
H 0.2539 -1.9036 -2.7048
C -1.9214 -2.0471 2.7516
P -1.7309 -0.4613 3.6741
C -2.9824 -1.1927 4.8122
C -1.3613 1.1019 4.5382
C -0.2657 0.9406 5.6111
P 1.3269 0.4808 4.8186
C 2.3458 1.0957 6.1995
C 1.2595 -1.3317 4.9840
H -2.9702 -2.3968 2.6409
H -1.3238 -2.8388 3.2414
H -1.5176 -1.9097 1.7291
H -2.7011 -2.2203 5.1402
H -3.0485 -0.5970 5.7447
H -3.9893 -1.2003 4.3452
H -1.0448 1.8548 3.7880
H -2.2959 1.4832 5.0076
H -0.1603 1.9580 6.0515
H -0.5439 0.2405 6.4264
H 2.0509 0.6132 7.1538
H 3.4146 0.8946 5.9916
H 2.2111 2.1965 6.2929
H 1.1624 -1.5978 6.0568
H 0.4467 -1.7932 4.4124
H 2.2187 -1.7412 4.6086
```

Kohn-Sham gap (spin up / spin down): 3.75 / 3.69 eV
total charge: +2
⟨S²⟩: 0.765
2S+1: 2
HOMO energy (spin up / spin down): -0.4388 / -0.4388 Ha

=====

No. 2
This record from OMol25 describes 8 unconnected molecules or ions with the total composition C18H33N8O4P in a non-equilibrium geometry. The level of theory is ωB97M-V/def2-TZVPD.

Geometry as XYZ:
```
64
C18H33N8O4P (ωB97M-V/def2-TZVPD)
C 2.4943 -0.2828 1.8464
O 2.9241 1.0347 1.3517
C 1.9143 1.6631 0.4831
C 0.9996 2.8152 1.2690
O -0.4034 2.4589 1.0103
C -1.0235 1.7531 2.1413
P -2.1773 0.3075 1.6714
N -2.1978 -0.0777 0.0999
O -3.8320 0.6706 2.1937
O -1.6525 -1.0892 2.5992
H 2.5897 -0.2516 3.0298
H 1.3970 -0.5836 1.5697
H 3.1956 -1.1775 1.5042
H 2.4727 2.2451 -0.3970
H 1.2187 0.8757 -0.0758
H 1.2867 3.8728 0.7948
H 1.2741 2.9060 2.4177
H -0.1494 1.2984 2.7960
H -1.6062 2.5111 2.8175
H -1.5633 0.5903 -0.3897
H -4.2576 1.3309 1.5680
H -1.0844 -0.6876 3.3480
C -0.4290 2.9713 -2.4448
C 1.0098 3.2664 -2.3410
N 2.1467 3.4995 -2.2589
H -0.8400 2.6209 -1.4921
H -1.0033 3.8564 -2.7387
H -0.6299 2.1936 -3.1893
C -1.6290 -4.9787 3.3195
C -0.1902 -4.6836 3.4233
N 0.9467 -4.4505 3.5054
H -2.0400 -5.3291 4.2722
H -2.2033 -4.0936 3.0256
H -1.8299 -5.7564 2.5750
C -0.9561 -3.3084 -1.1291
C -1.5712 -4.4488 -1.8286
N -2.0571 -5.3498 -2.3813
H -0.3413 -2.7036 -1.8041
H -1.7116 -2.6435 -0.6969
H -0.3084 -3.6378 -0.3097
C 2.2793 7.3236 -1.1802
C 0.9458 7.1540 -0.5792
N -0.1078 7.0199 -0.1044
H 2.5581 6.4620 -1.7960
H 2.3235 8.2088 -1.8236
H 3.0555 7.4399 -0.4164
C 2.4340 -1.4096 -4.2674
C 1.5438 -1.1595 -3.1215
N 0.8404 -0.9619 -2.2161
H 2.0755 -2.2402 -4.8845
H 2.5112 -0.5325 -4.9188
H 3.4493 -1.6621 -3.9435
C -2.6037 -4.9345 -5.6266
C -2.7681 -3.6456 -6.3192
N -2.8980 -2.6271 -6.8663
H -2.8112 -4.8473 -4.5548
H -3.2804 -5.6976 -6.0259
H -1.5842 -5.3214 -5.7282
C 0.6963 -0.0518 5.7631
C 0.5319 1.2372 5.0705
N 0.4020 2.2556 4.5233
H 0.4888 0.0355 6.8348
H 0.0196 -0.8148 5.3638
H 1.7158 -0.4386 5.6614
```

Kohn-Sham gap: 9.24 eV
SMILES string: COCCOCP(=N)(O)O.CC#N.CC#N.CC#N.CC#N.CC#N.CC#N.CC#N
2S+1: 1
HOMO energy: -0.3366 Ha

=====

No. 3
This record from OMol25 describes C18H33NO7S in the gas phase in a non-equilibrium geometry. The level of theory is ωB97M-V/def2-TZVPD.

Geometry as XYZ:
```
60
C18H33NO7S (ωB97M-V/def2-TZVPD)
C 0.3612 -1.4910 3.7272
C 0.5101 -2.1889 2.3524
C -0.8496 -2.3626 1.6066
C -0.9401 -3.8552 1.2213
C -1.0032 -1.3906 0.4362
N -2.3003 -1.2424 -0.1220
C -3.3693 -1.8361 0.2309
C -4.0121 -2.7920 -0.7435
C -4.1451 -1.6045 1.5049
C -0.5041 0.0537 0.8204
C 0.7903 0.5101 0.1330
C 0.6611 0.5900 -1.3771
C 2.0223 0.7752 -2.1070
C 3.1765 1.3349 -1.2864
C 4.4613 1.2140 -2.1495
C 5.6193 2.0164 -1.6061
O 6.5958 1.5127 -1.0669
O 5.4900 3.3987 -1.7440
O -0.2786 1.5382 -1.7949
C 0.0170 2.8877 -1.4687
C -0.9185 3.4000 -0.3710
C -2.3809 3.3744 -0.7793
O -0.5503 4.7810 -0.1443
O 0.1222 -0.6391 -1.9582
S 0.0670 -1.8976 -0.9979
O -0.6593 -2.9055 -1.7053
O 1.3610 -2.3690 -0.5834
H 0.5889 -0.4331 3.5884
H 1.0981 -1.8451 4.4394
H -0.6518 -1.5412 4.1154
H 1.2373 -1.6483 1.7610
H 0.9512 -3.1567 2.5620
H -1.5969 -2.2178 2.3816
H -0.6446 -4.4189 2.1044
H -1.9493 -4.1861 0.9879
H -0.2268 -4.1290 0.4553
H -4.3243 -2.2205 -1.6172
H -3.2490 -3.4708 -1.1094
H -4.8614 -3.3228 -0.3225
H -3.7712 -0.7260 2.0174
H -4.0331 -2.4921 2.1307
H -5.1940 -1.5084 1.2389
H -0.4577 0.1915 1.8951
H -1.2633 0.7411 0.4632
H 1.0128 1.4892 0.5533
H 1.6460 -0.0920 0.4147
H 2.3158 -0.1736 -2.5418
H 1.8249 1.4766 -2.9151
H 3.0738 2.3901 -1.0293
H 3.3951 0.7884 -0.3742
H 4.2605 1.3927 -3.2027
H 4.7613 0.1714 -2.0781
H 4.8062 3.6542 -1.1164
H 1.0314 3.0579 -1.1177
H -0.1906 3.5076 -2.3367
H -0.7316 2.8935 0.5728
H -2.5370 3.2891 -1.8488
H -2.8088 4.3218 -0.4612
H -2.9222 2.6143 -0.2246
H 0.0668 4.7903 0.5874
```

Kohn-Sham gap: 8.28 eV
SMILES string: CC[C@H](C)[C@@]1(N=C(C)C)CC[C@](CCCC(=O)O)(OC[C@H](C)O)OS1(=O)=O
2S+1: 1
HOMO energy: -0.3030 Ha

=====

No. 4
This record from OMol25 describes 2 unconnected molecules or ions with the total composition C18H34ClFN5O2S3 in a non-equilibrium geometry. The level of theory is ωB97M-V/def2-TZVPD.

Geometry as XYZ:
```
64
C18H34ClFN5O2S3 (ωB97M-V/def2-TZVPD)
C 3.5438 -4.7395 0.4683
C 2.5135 -4.3331 -0.7791
C 2.2659 -2.6914 -0.8266
C 1.4290 -2.2016 -2.1696
N 0.2262 -1.3336 -1.8656
C 0.4941 0.1419 -2.1761
C 1.0659 0.8034 -0.7812
C -0.0507 1.5718 0.1310
C -0.3764 0.8923 1.5833
N 0.7733 0.1500 2.2264
C 0.3710 -1.2237 2.7613
N 1.6329 -1.8487 3.3193
C 2.6804 -0.7615 3.0704
N 3.9910 -0.9757 3.4187
Cl 5.2903 0.1597 3.1815
N 2.1129 0.4701 2.3841
F 2.6874 1.6312 1.9835
C -0.9055 -1.6998 -2.8412
S -0.6751 -1.7358 -4.5355
S -2.5712 -2.0951 -1.9941
C -2.0199 -3.1276 -0.4872
C -3.2687 -3.3993 0.5540
C -2.5780 -3.7964 2.0170
H 3.0376 -4.4190 1.4974
H 3.7357 -5.8909 0.5447
H 4.5395 -4.1130 0.3899
H 1.5041 -4.9338 -0.5964
H 3.0084 -4.7388 -1.7651
H 3.3534 -2.2041 -0.7761
H 1.7003 -2.4201 0.1822
H 2.1770 -1.7569 -2.9540
H 0.9951 -3.2044 -2.6501
H 1.3665 0.2787 -2.9799
H -0.4407 0.7017 -2.6225
H 1.8565 1.6331 -1.1155
H 1.6853 -0.0267 -0.2396
H 0.2098 2.7272 0.2431
H -1.0739 1.5530 -0.4831
H -0.6373 1.7947 2.3205
H -1.3340 0.2160 1.5660
H -0.6760 -1.7513 2.7709
H 4.2481 -1.8956 3.8633
H -1.5766 -4.1251 -0.9426
H -1.1400 -2.5987 0.0774
H -3.8735 -2.3873 0.6419
H -3.9033 -4.2911 0.1287
H -1.3927 -3.8314 1.9468
H -2.9324 -2.9731 2.7916
H -3.0197 -4.8474 2.3402
C -1.0067 6.0805 -1.5103
C -2.1858 6.8580 -0.9275
C -3.3323 5.8688 -0.7247
S -2.5742 4.2730 -0.4591
O -2.9197 3.4087 -1.5680
O -2.7667 3.8775 0.9218
C -0.8905 4.8170 -0.6707
H -0.0827 6.6655 -1.4861
H -1.2159 5.8197 -2.5546
H -1.8962 7.2901 0.0382
H -2.4877 7.6840 -1.5791
H -3.9408 6.1310 0.1445
H -3.9638 5.8001 -1.6147
H -0.3024 4.0339 -1.1522
H -0.4834 5.0388 0.3203
```

Kohn-Sham gap: 6.78 eV
total charge: +1
2S+1: 1
HOMO energy: -0.3951 Ha

=====

Look up the 2S+1 of the fourth one. 1

=====

Look up the 2S+1 of the first one. 2